A molecular structure, C15H17BrCrN2O2Se at a distorted geometry. Source: the OMol25 dataset; level of theory: ωB97M-V/def2-TZVPD.

Output
- net charge = +1
- energy relative to the best compared isomer or geometry (same formula, charge and spin) (kJ/mol) = 5.3
- E_HOMO (alpha / beta) (eV) = -12.2 / -12.2
- electronic energy (a.u.) = -6861.45188
- molecular weight (g/mol) = 468.17
- HOMO-LUMO gap (alpha / beta) (eV) = 6.22 / 6.07
- spin multiplicity = 4

Geometry as XYZ:
```
39
Properties=species:S:1:pos:R:3:forces:R:3
Cr -0.3948 0.6060 1.5325 -3.1 -0.2 3.3
N 0.9660 0.1973 3.1642 0.2 0.2 -0.4
C 0.6207 -0.3851 4.5099 -0.3 -0.2 -0.1
C -0.7841 0.0607 4.9407 -0.6 -0.6 -1.7
C -1.8062 -0.5891 3.8896 -1.6 -2.4 2.5
O -2.5492 -1.5320 4.1997 1.8 1.8 0.0
O -1.8933 -0.0981 2.6900 2.2 1.4 -2.2
H 1.7423 -0.3369 2.7795 0.0 0.0 0.0
H 1.3225 1.1396 3.2975 0.1 0.1 0.1
H 1.4138 -0.1152 5.2261 -0.4 0.0 -0.2
H 0.6288 -1.4770 4.3797 0.0 0.3 0.2
H -0.8956 1.1391 4.8273 0.1 0.1 0.2
H -1.0209 -0.2384 5.9703 0.0 -0.1 -0.5
C 1.7825 -2.9366 -2.3395 0.0 -0.2 0.0
C 1.4338 -1.7144 -1.5045 0.1 0.4 0.2
C 1.9877 -0.4320 -1.7595 -0.6 -0.4 0.0
C 1.6793 0.6516 -0.9400 0.4 0.9 -0.2
C 0.8445 0.4091 0.1276 0.5 -1.1 -0.6
Br -0.3574 2.8975 1.9823 0.2 -0.2 -0.4
N 0.3412 -0.7920 0.3883 0.3 1.2 -0.8
C 0.5508 -1.8257 -0.4148 0.6 -0.9 -0.3
H 2.2621 -2.6523 -3.2919 -0.2 -0.1 0.5
H 0.8808 -3.5278 -2.5857 0.4 0.3 0.2
H 2.4739 -3.6204 -1.7888 -0.5 0.6 -0.4
H 2.5800 -0.2546 -2.6607 0.0 -0.2 0.4
H 2.0630 1.6702 -1.1315 -0.3 -0.8 0.0
H 0.0725 -2.7704 -0.1600 0.1 0.2 -0.1
Se -2.5037 1.1273 0.0207 0.2 -0.1 0.9
C -1.8295 1.2553 -1.7176 0.5 0.1 -1.1
C -1.5063 2.5101 -2.2354 -0.1 0.5 0.8
C -0.9936 2.6375 -3.5121 0.1 0.3 -0.5
C -0.8091 1.5026 -4.3003 0.2 0.2 0.0
C -1.1207 0.2510 -3.7789 0.3 -0.5 -0.9
C -1.6335 0.1203 -2.5047 -0.1 -0.3 0.7
H -1.6069 3.3914 -1.5927 -0.1 -0.2 -0.4
H -0.7502 3.6359 -3.9084 -0.1 -0.6 0.3
H -0.3909 1.6063 -5.3066 -0.2 -0.1 0.4
H -0.9410 -0.6463 -4.3982 -0.2 0.6 0.5
H -1.8591 -0.8645 -2.0943 0.0 0.2 -0.2
```
Positions in Å, forces in eV/Å.

Calculated atomic charges, method Löwdin, unit e:
1 Cr 0.364
2 N -0.038
3 C -0.179
4 C -0.063
5 C -0.563
6 O 0.078
7 O -0.219
8 H 0.109
9 H 0.059
10 H 0.131
11 H 0.134
12 H 0.103
13 H 0.130
14 C -0.032
15 C -0.205
16 C 0.021
17 C -0.023
18 C -0.330
19 Br 0.330
20 N -0.044
21 C -0.042
22 H 0.088
23 H 0.092
24 H 0.104
25 H 0.134
26 H 0.136
27 H 0.147
28 Se 1.072
29 C -0.625
30 C -0.120
31 C -0.065
32 C -0.063
33 C -0.080
34 C -0.132
35 H 0.113
36 H 0.124
37 H 0.118
38 H 0.124
39 H 0.111